No. 1
Entry from OMol25: C47H50BrInN2O6P3S2 as an isolated structure in a non-equilibrium geometry (ωB97M-V with the def2-TZVPD basis set).

Geometry as XYZ:
```
112
Properties=species:S:1:pos:R:3:mulliken_charge:R:1
In 0.662 0.253 -0.312 1.89
O 4.269 -1.924 -1.891 -0.84
C 4.948 -1.929 -0.720 0.39
C 6.131 -2.667 -0.680 -0.58
C 6.877 -2.739 0.480 -0.43
C 6.457 -2.077 1.628 -0.91
C 5.285 -1.346 1.587 -0.54
C 4.519 -1.247 0.424 -0.11
C 3.212 -0.499 0.509 1.10
O 2.538 -0.413 -0.727 -0.79
N 3.433 0.878 1.053 -0.51
N 2.554 1.711 0.471 0.20
C 2.773 2.951 0.305 -0.80
C 1.921 3.741 -0.591 0.73
Br 1.251 2.764 -2.104 -0.16
C 1.726 5.056 -0.567 -0.85
C 2.138 5.937 0.534 0.50
C 2.537 7.241 0.240 -0.46
C 2.955 8.090 1.250 -0.55
C 2.964 7.651 2.568 -0.46
C 2.536 6.367 2.873 -0.73
C 2.121 5.513 1.862 -0.35
H 3.469 -1.376 -1.746 0.44
H 6.445 -3.171 -1.583 0.53
H 7.790 -3.320 0.491 0.42
H 7.032 -2.138 2.541 0.43
H 4.938 -0.843 2.483 0.48
H 2.588 -1.012 1.243 -0.09
H 4.400 1.192 1.031 0.46
H 3.646 3.450 0.729 0.60
H 1.240 5.527 -1.414 0.37
H 2.529 7.584 -0.787 0.42
H 3.270 9.097 1.011 0.40
H 3.287 8.316 3.357 0.40
H 2.517 6.031 3.901 0.43
H 1.736 4.531 2.110 0.53
O -1.221 -0.972 -0.479 -0.81
P -1.693 -2.110 -1.354 1.92
C -0.774 -3.642 -0.917 -1.53
P 0.246 -3.353 0.563 0.66
O 0.909 -2.017 0.421 0.27
C 1.475 -4.644 0.648 0.65
C 2.401 -4.701 -0.397 -0.50
C 3.476 -5.567 -0.323 -0.69
C 3.636 -6.375 0.795 -0.52
C 2.727 -6.315 1.840 -0.84
C 1.648 -5.446 1.773 -0.44
C -0.865 -3.477 1.958 0.46
C -1.612 -4.632 2.191 -0.26
C -2.494 -4.680 3.257 -0.92
C -2.634 -3.573 4.088 -0.56
C -1.892 -2.425 3.859 -0.67
C -1.003 -2.375 2.795 -0.32
C -1.366 -1.799 -3.088 -0.05
C -1.562 -2.774 -4.065 -0.33
C -1.284 -2.491 -5.392 -0.86
C -0.806 -1.236 -5.751 -0.69
C -0.609 -0.262 -4.784 -0.97
C -0.894 -0.543 -3.457 0.95
C -3.423 -2.493 -1.123 0.39
C -4.321 -2.588 -2.181 -0.64
C -5.653 -2.886 -1.930 -0.78
C -6.087 -3.079 -0.629 -0.69
C -5.196 -2.965 0.431 -0.95
C -3.867 -2.670 0.190 -0.38
H -0.109 -3.920 -1.737 0.82
H -1.478 -4.458 -0.745 0.77
H 2.308 -4.041 -1.253 0.11
H 4.197 -5.598 -1.129 0.42
H 4.482 -7.047 0.856 0.41
H 2.864 -6.935 2.715 0.44
H 0.952 -5.390 2.600 0.36
H -1.510 -5.495 1.543 0.49
H -3.073 -5.574 3.440 0.46
H -3.328 -3.610 4.917 0.44
H -2.008 -1.566 4.505 0.47
H -0.432 -1.476 2.598 0.18
H -1.919 -3.761 -3.792 0.53
H -1.436 -3.250 -6.147 0.45
H -0.592 -1.019 -6.788 0.43
H -0.250 0.719 -5.066 0.51
H -0.796 0.236 -2.708 -0.81
H -3.998 -2.406 -3.197 0.44
H -6.351 -2.955 -2.753 0.45
H -7.127 -3.306 -0.437 0.41
H -5.542 -3.090 1.449 0.48
H -3.186 -2.545 1.022 0.60
C -3.459 5.454 1.737 -1.53
C -2.385 4.402 1.893 1.22
C -1.730 4.398 3.255 -1.41
O -3.027 3.098 1.716 -0.31
P -2.721 2.132 0.507 0.32
S -3.879 0.630 0.439 -0.35
S -0.636 1.898 0.825 -0.35
O -2.733 3.167 -0.701 -0.24
C -2.590 2.888 -2.109 2.13
C -3.799 2.187 -2.689 -1.38
C -2.334 4.234 -2.755 -1.56
H -3.033 6.446 1.889 0.39
H -4.248 5.297 2.473 0.33
H -3.898 5.409 0.742 0.34
H -1.632 4.519 1.111 0.14
H -2.476 4.231 4.031 0.38
H -1.248 5.360 3.435 0.37
H -0.978 3.612 3.321 0.23
H -1.695 2.266 -2.222 -1.09
H -4.692 2.798 -2.548 0.32
H -3.972 1.217 -2.228 0.23
H -3.640 2.047 -3.760 0.44
H -3.194 4.887 -2.602 0.41
H -2.176 4.114 -3.827 0.41
H -1.452 4.707 -2.324 0.20
```

The value obtained for the total energy is -6966.5276 hartree. The calculation puts the HOMO energy at -10.1 eV. The charge is +1. The molar mass comes out at 1090.7 g mol⁻¹. For the energy relative to the best compared isomer or geometry (same formula, charge and spin), the calculation gives 5.9 kcal/mol.



No. 2
Entry from OMol25: C47H50Ge2N4O7PSTi as an isolated structure (ωB97M-V with the def2-TZVPD basis set).

Geometry as XYZ:
```
113
Properties=species:S:1:pos:R:3:mulliken_charge:R:1
Ti -0.728 1.186 -0.972 0.94
O -2.860 1.093 -1.583 -0.63
S -2.567 1.207 -3.034 1.54
O -3.281 2.202 -3.763 -0.79
O -1.077 1.309 -3.098 -0.74
C -3.005 -0.376 -3.670 0.22
C -3.804 -0.451 -4.800 -0.59
C -4.208 -1.697 -5.253 -0.73
C -3.817 -2.840 -4.571 -0.85
C -3.011 -2.747 -3.446 -0.45
C -2.588 -1.508 -2.976 -0.49
P -1.451 -1.380 -1.519 2.86
C -0.277 -2.657 -2.094 0.77
C 0.590 -2.246 -3.106 -0.82
C 1.396 -3.161 -3.760 -0.45
C 1.349 -4.503 -3.402 -0.70
C 0.502 -4.916 -2.385 -0.89
C -0.312 -3.998 -1.733 -0.16
C -2.436 -2.151 -0.207 -0.19
C -1.766 -2.701 0.882 0.65
C -2.472 -3.210 1.957 -1.02
C -3.859 -3.139 1.969 -0.66
C -4.532 -2.562 0.903 -0.93
C -3.825 -2.071 -0.187 -0.87
H -4.109 0.461 -5.294 0.57
H -4.834 -1.775 -6.132 0.41
H -4.140 -3.813 -4.919 0.44
H -2.705 -3.648 -2.929 0.48
H 0.603 -1.201 -3.403 0.24
H 2.061 -2.832 -4.549 0.45
H 1.977 -5.223 -3.911 0.37
H 0.469 -5.959 -2.097 0.43
H -0.984 -4.336 -0.953 0.52
H -0.685 -2.707 0.893 -0.22
H -1.940 -3.641 2.796 0.43
H -4.413 -3.522 2.817 0.43
H -5.613 -2.493 0.915 0.40
H -4.359 -1.620 -1.015 0.47
C -4.176 0.053 4.329 -1.25
C -4.542 0.860 3.088 -0.62
C -3.473 1.822 2.542 2.32
C -2.807 2.701 3.658 -1.34
C -1.582 2.097 4.331 -0.55
C -4.137 2.854 1.646 -0.46
O -5.256 3.275 1.796 -0.66
N -3.314 3.388 0.664 0.11
C -2.129 2.830 0.276 -0.08
O -1.522 3.254 -0.731 -0.73
N -1.611 1.741 0.879 1.59
C -2.370 1.057 1.814 -1.87
O -2.110 -0.087 2.092 0.25
H -5.010 -0.601 4.588 0.50
H -3.994 0.698 5.191 0.32
H -3.298 -0.568 4.159 0.05
H -5.425 1.464 3.297 0.54
H -4.811 0.172 2.282 0.27
H -3.594 2.923 4.383 0.38
H -2.514 3.660 3.223 0.56
H -1.785 1.129 4.783 0.25
H -1.224 2.771 5.111 0.58
H -0.766 1.963 3.618 -0.31
H -3.707 4.093 0.056 0.38
C 3.926 -1.910 1.990 -1.33
Ge 2.484 -2.416 0.747 1.78
C 1.477 -3.838 1.679 -1.37
C 3.368 -3.292 -0.782 -1.29
Ge 1.459 -0.212 0.173 -0.58
C 3.171 0.361 -0.721 0.64
C 4.197 1.104 -0.133 -0.20
C 5.334 1.472 -0.846 -0.85
C 5.487 1.088 -2.172 -0.84
C 4.493 0.325 -2.775 -0.58
C 3.359 -0.021 -2.055 -0.59
C 1.535 0.525 2.033 1.45
C 2.125 1.729 2.425 -0.71
C 2.215 2.096 3.764 -1.25
C 1.712 1.263 4.751 -0.88
C 1.082 0.081 4.384 -0.58
C 0.987 -0.268 3.046 0.36
H 4.554 -2.782 2.187 0.54
H 3.526 -1.540 2.934 0.29
H 4.548 -1.131 1.547 0.36
H 2.201 -4.558 2.068 0.60
H 0.806 -4.365 1.002 0.32
H 0.902 -3.454 2.523 0.29
H 2.770 -4.127 -1.143 0.39
H 4.337 -3.674 -0.452 0.51
H 3.540 -2.602 -1.604 0.22
H 4.127 1.384 0.911 0.34
H 6.113 2.044 -0.355 0.40
H 6.383 1.352 -2.722 0.43
H 4.608 0.001 -3.803 0.45
H 2.590 -0.610 -2.547 0.00
H 2.539 2.400 1.679 0.30
H 2.691 3.031 4.036 0.41
H 1.794 1.539 5.795 0.36
H 0.658 -0.567 5.143 0.46
H 0.472 -1.185 2.783 -0.26
N 5.164 4.889 -2.544 -0.32
C 4.092 5.395 -1.871 -0.28
O 4.014 6.543 -1.491 -0.62
C 2.986 4.402 -1.649 0.94
C 2.676 3.426 -2.585 -0.96
C 1.709 2.499 -2.253 -0.50
N 1.026 2.530 -1.114 0.50
C 1.296 3.498 -0.233 -0.78
C 2.259 4.458 -0.465 -1.00
H 5.975 5.483 -2.609 0.25
H 5.306 3.890 -2.563 0.18
H 3.186 3.367 -3.536 0.57
H 1.438 1.722 -2.955 0.52
H 0.706 3.498 0.673 0.67
H 2.463 5.234 0.259 0.55
```

The value obtained for the total energy is -8309.7768 hartree. Its expectation value of S² is 0.76. The calculation puts the HOMO energy (spin up / spin down) at -7.4 / -7.3 eV. The charge is 0. Its spin multiplicity is 2. The molar mass comes out at 1039.1 g mol⁻¹. For the energy relative to the best compared isomer or geometry (same formula, charge and spin), the calculation gives 4.6 kcal/mol.



No. 3
Entry from OMol25: C47H50N6NaO2P2S4SbSe4 as an isolated structure (ωB97M-V with the def2-TZVPD basis set).

Geometry as XYZ:
```
117
Properties=species:S:1:pos:R:3:mulliken_charge:R:1
Na -0.055 -1.002 1.138 0.72
C 6.576 0.393 1.941 -0.46
S 5.308 1.590 2.431 -0.12
C 3.815 0.649 2.297 0.37
S 3.776 -0.438 0.921 -0.24
N 2.913 0.925 3.164 -1.27
N 1.628 0.475 2.931 1.36
C 0.965 0.302 4.006 -1.83
C -0.476 0.027 3.997 1.66
C -1.105 -0.395 5.165 -0.83
C -2.456 -0.675 5.135 -0.56
C -3.151 -0.507 3.947 -0.91
C -2.451 -0.055 2.842 -0.08
N -1.152 0.227 2.859 0.34
H 7.525 0.850 2.228 0.35
H 6.440 -0.545 2.482 0.03
H 6.568 0.203 0.872 0.22
H 1.460 0.386 4.975 0.29
H -0.516 -0.548 6.059 0.47
H -2.961 -1.043 6.020 0.38
H -4.205 -0.738 3.868 0.48
H -2.953 0.076 1.888 0.20
C -2.310 5.835 -3.409 -0.58
S -2.362 6.499 -1.732 -0.17
C -1.649 5.092 -0.847 0.43
C -2.569 3.885 -0.761 -0.59
C -1.905 2.675 -0.117 -1.10
N -0.759 2.143 -0.889 0.70
P -1.062 0.458 -1.296 0.18
C -2.453 0.657 -2.474 1.11
C -3.449 -0.316 -2.452 -1.29
C -4.527 -0.237 -3.325 -0.72
C -4.625 0.821 -4.216 -0.76
C -3.642 1.804 -4.237 -0.87
C -2.564 1.719 -3.369 -0.36
C 0.347 0.035 -2.396 1.47
C 1.488 -0.492 -1.791 2.26
C 2.600 -0.866 -2.537 -0.52
C 2.572 -0.733 -3.915 -0.83
C 1.434 -0.233 -4.537 -0.96
C 0.332 0.144 -3.787 -0.59
P 0.844 2.240 -0.177 1.27
C 1.847 2.881 -1.566 1.07
C 1.327 3.427 -2.734 0.12
C 2.173 3.876 -3.739 -0.97
C 3.550 3.781 -3.581 -0.79
C 4.077 3.226 -2.423 -0.47
C 3.230 2.770 -1.423 -0.83
C 0.785 3.715 0.901 0.42
C 0.364 3.507 2.218 -0.20
C 0.342 4.556 3.125 -0.82
C 0.772 5.817 2.736 -0.71
C 1.220 6.028 1.440 -0.67
C 1.226 4.983 0.526 -0.76
H -2.625 6.629 -4.084 0.41
H -2.982 4.986 -3.526 0.14
H -1.292 5.536 -3.666 0.07
H -1.386 5.458 0.148 0.10
H -0.710 4.827 -1.338 -0.57
H -2.912 3.608 -1.758 0.06
H -3.460 4.147 -0.183 0.42
H -2.661 1.886 -0.007 0.36
H -1.606 2.929 0.901 0.40
H -3.356 -1.154 -1.772 0.67
H -5.283 -1.011 -3.312 0.44
H -5.465 0.882 -4.898 0.35
H -3.715 2.632 -4.933 0.44
H -1.797 2.485 -3.378 0.51
H 1.564 -0.617 -0.717 -2.27
H 3.467 -1.278 -2.031 0.46
H 3.428 -1.037 -4.505 0.39
H 1.398 -0.150 -5.617 0.38
H -0.553 0.498 -4.295 0.37
H 0.251 3.474 -2.856 -0.13
H 1.759 4.289 -4.651 0.40
H 4.211 4.123 -4.368 0.32
H 5.149 3.129 -2.304 0.44
H 3.641 2.305 -0.532 0.11
H 0.072 2.510 2.521 0.42
H 0.014 4.381 4.142 0.47
H 0.773 6.633 3.449 0.38
H 1.570 7.008 1.140 0.43
H 1.575 5.152 -0.485 0.36
C -2.028 -5.613 -0.794 -1.05
N -0.745 -5.125 -1.219 0.20
C 0.496 -5.562 -0.576 -0.11
C 1.563 -4.669 -1.224 0.38
N 0.770 -3.875 -2.170 -0.15
C -0.556 -4.095 -2.046 0.17
S -1.743 -3.205 -2.851 -0.36
H -1.949 -5.955 0.237 0.32
H -2.373 -6.442 -1.422 0.27
H -2.754 -4.805 -0.843 0.27
H 0.674 -6.622 -0.769 0.35
H 0.437 -5.412 0.503 -0.02
H 2.326 -5.248 -1.741 0.31
H 2.057 -4.035 -0.494 -0.56
H 1.077 -2.986 -2.519 0.03
O -0.206 -2.694 3.161 -0.53
C -0.874 -3.311 2.308 0.34
O -0.927 -3.069 1.070 -0.42
C -1.724 -4.462 2.813 0.28
C -1.165 -5.418 3.654 -0.45
C -1.929 -6.489 4.097 -0.65
C -3.267 -6.592 3.731 -0.39
C -3.832 -5.630 2.903 -0.69
C -3.056 -4.579 2.432 -0.07
H -0.123 -5.317 3.935 0.46
H -1.480 -7.246 4.729 0.41
H -3.864 -7.425 4.083 0.36
H -4.873 -5.710 2.610 0.38
H -3.469 -3.848 1.746 0.40
Se 5.813 -3.095 3.882 -0.75
Sb 4.716 -3.921 1.893 0.59
Se 3.245 -5.839 2.077 -0.66
Se 5.880 -3.606 -0.212 -0.73
Se 2.667 -2.214 1.543 -0.25
```

The value obtained for the total energy is -14584.0205 hartree. The calculation puts the HOMO energy at -1.9 eV. The charge is -2. The molar mass comes out at 1381.8 g mol⁻¹. For the energy relative to the best compared isomer or geometry (same formula, charge and spin), the calculation gives 0.6 kcal/mol.



No. 4
Entry from OMol25: C47H51BClN13O4W as an isolated structure in a non-equilibrium geometry (ωB97M-V with the def2-TZVPD basis set).

Geometry as XYZ:
```
118
Properties=species:S:1:pos:R:3:mulliken_charge:R:1
W 0.190 -0.345 -0.543 1.49
C -3.148 3.456 2.498 -1.65
C -2.143 3.617 1.529 -0.32
N -1.213 2.683 1.641 0.74
N -1.582 1.912 2.678 -0.21
C -2.747 2.354 3.212 -0.24
B -0.722 0.707 3.085 0.60
N 0.731 0.809 2.555 0.34
C 1.757 1.176 3.326 0.12
C 2.908 1.211 2.565 -2.62
C 2.487 0.833 1.305 -0.16
N 1.169 0.597 1.285 0.41
N -1.325 -0.575 2.484 0.17
C -2.134 -1.400 3.146 -0.38
C -2.786 -2.211 2.239 -2.34
C -2.291 -1.810 1.016 -0.38
N -1.402 -0.810 1.148 0.35
N -0.641 0.598 4.598 0.24
C -0.986 1.456 5.595 -0.43
C -0.635 0.880 6.787 -0.98
C -0.069 -0.357 6.420 -0.48
N -0.069 -0.522 5.112 -0.94
H -4.028 4.055 2.656 0.50
H -2.057 4.377 0.768 0.26
H -3.241 1.831 4.014 0.70
H 1.611 1.383 4.371 0.55
H 3.903 1.461 2.883 0.59
H 3.087 0.711 0.430 0.75
H -2.190 -1.364 4.219 0.59
H -3.502 -2.987 2.441 0.49
H -2.547 -2.213 0.057 0.71
H -1.396 2.430 5.393 0.52
H -0.767 1.288 7.773 0.46
H 0.337 -1.128 7.056 0.46
Cl -1.057 -6.629 -4.408 -0.20
C -0.861 -5.288 -3.335 0.12
C -1.253 -5.422 -1.986 -0.97
C -1.117 -4.392 -1.091 -0.41
C -0.584 -3.164 -1.528 0.11
O -0.439 -2.191 -0.677 1.30
C -0.199 -3.037 -2.876 0.96
C 0.288 -1.780 -3.272 -0.13
O 0.305 -0.773 -2.529 -0.08
C -0.331 -4.114 -3.780 -1.61
H -1.663 -6.368 -1.656 0.48
H -1.387 -4.509 -0.050 0.61
H 0.650 -1.628 -4.294 0.43
H -0.022 -4.001 -4.811 0.53
C 2.753 -4.313 3.983 -0.98
N 2.611 -3.578 2.731 0.24
C 3.619 -3.482 1.844 -0.22
C 3.480 -2.808 0.675 -1.11
C 2.230 -2.154 0.493 0.71
O 2.025 -1.411 -0.582 -0.88
N 1.252 -2.215 1.353 0.60
C 1.336 -3.016 2.462 -0.34
O 0.413 -3.267 3.202 -0.64
H 3.702 -4.842 3.975 0.35
H 1.931 -5.017 4.085 0.32
H 2.716 -3.624 4.825 0.31
H 4.541 -3.982 2.109 0.38
H 4.275 -2.756 -0.051 0.56
C -1.453 5.943 -2.936 -2.02
C -0.708 4.940 -2.093 1.55
C 0.035 5.384 -0.976 -0.86
C 0.710 4.452 -0.170 1.00
C 1.471 4.899 1.051 -1.80
C 0.633 3.125 -0.453 0.03
C -0.050 2.530 -1.647 1.47
C -0.763 3.621 -2.405 -1.06
N -0.844 1.269 -1.309 0.39
C -2.180 1.129 -2.029 2.37
C -2.869 -0.159 -1.576 -1.20
C -4.243 -0.370 -2.216 0.10
C -4.091 -0.425 -3.734 -1.27
C -3.453 0.882 -4.202 0.03
C -4.343 2.063 -3.800 -1.15
C -4.508 2.088 -2.277 0.00
C -5.158 0.786 -1.818 -1.41
C -3.140 2.263 -1.607 -0.92
C -2.063 1.042 -3.571 -1.24
H -0.937 6.902 -2.957 0.50
H -2.451 6.117 -2.527 0.30
H -1.570 5.594 -3.963 0.39
H 0.081 6.441 -0.746 0.45
H 1.468 5.984 1.146 0.46
H 2.508 4.562 1.011 0.31
H 1.019 4.474 1.951 0.18
H 1.141 2.448 0.202 0.27
H -1.263 3.363 -3.323 0.01
H -2.984 -0.098 -0.501 0.35
H -2.246 -1.018 -1.836 -0.67
H -4.657 -1.313 -1.846 0.36
H -5.064 -0.565 -4.211 0.58
H -3.462 -1.276 -4.019 0.48
H -3.334 0.866 -5.288 0.36
H -5.322 1.963 -4.277 0.62
H -3.907 3.003 -4.152 0.51
H -5.136 2.935 -1.989 0.36
H -6.143 0.668 -2.277 0.58
H -5.298 0.795 -0.733 0.50
H -3.242 2.238 -0.519 0.22
H -2.753 3.243 -1.869 0.16
H -1.600 1.920 -4.011 0.21
H -1.444 0.188 -3.845 -0.02
N 4.011 0.192 -1.352 -0.21
C 3.195 1.146 -1.873 0.60
C 3.873 2.273 -2.468 -1.65
C 3.152 3.227 -3.164 -0.88
C 1.807 3.057 -3.295 -0.91
C 1.095 1.963 -2.594 -0.98
N 1.890 1.037 -1.797 1.07
H 4.974 0.208 -1.641 0.26
H 3.581 -0.707 -1.172 0.03
H 4.950 2.319 -2.393 0.48
H 3.661 4.054 -3.642 0.51
H 1.221 3.702 -3.932 0.57
H 0.545 1.378 -3.342 0.29
```

The value obtained for the total energy is -3386.4204 hartree. Its expectation value of S² is 3.88. The calculation puts the HOMO energy (spin up / spin down) at -9.2 / -10.7 eV. The charge is +1. Its spin multiplicity is 4. The molar mass comes out at 1092.1 g mol⁻¹. For the energy relative to the best compared isomer or geometry (same formula, charge and spin), the calculation gives 73.2 kcal/mol.